(P)
# C4H18NO3

A 4-piece molecular cluster, C4H18NO3 overall (ωB97M-V/def2-TZVPD, OMol25).

Values from the calculation:
Highest occupied orbital energy ... -14.783 eV
Charge ... +1
Orbital gap ... 11.85 eV
E_LUMO ... -2.93 eV

Geometry (Å):
C: 0.551 0.658 0.361
C: 0.658 1.316 1.735
C: 0.958 2.804 1.597
C: -0.663 1.136 2.515
N: 0.169 -0.821 0.535
H: -0.223 1.081 -0.277
H: 1.546 0.576 -0.059
H: 1.494 0.820 2.218
H: 0.078 3.426 1.375
H: 1.414 3.140 2.521
H: 1.478 3.101 0.704
H: -1.439 1.019 1.759
H: -0.861 2.001 3.143
H: -0.575 0.275 3.162
H: 0.998 -1.412 0.487
H: -0.318 -1.034 1.396
H: -0.418 -1.127 -0.242
H: 1.469 -1.584 -3.295
H: 1.453 -2.802 -2.286
O: 1.052 -1.960 -2.515
H: -0.803 -3.064 -1.399
H: -0.466 -4.186 -0.546
O: -0.666 -3.242 -0.453
H: -1.281 1.584 -3.168
H: -2.565 0.779 -2.880
O: -1.772 1.141 -2.467

Atom charges from the Löwdin analysis, given in e for atoms 1 to 5: C -0.1054; C -0.4125; C -0.0656; C -0.0526; N 0.1913

=====

(Q)
# C4H18NO3

A 4-piece molecular cluster, C4H18NO3 overall (ωB97M-V/def2-TZVPD, OMol25).

Values from the calculation:
Highest occupied orbital energy ... -14.879 eV
Charge ... +1
Orbital gap ... 11.83 eV
E_LUMO ... -3.05 eV

Geometry (Å):
C: -0.440 1.252 -1.393
C: -0.200 0.773 0.057
C: -1.237 1.210 1.057
C: -0.624 2.006 2.268
N: -0.314 -0.752 -0.096
H: 0.547 1.399 -1.775
H: -0.928 2.134 -1.396
H: -0.969 0.476 -2.011
H: 0.957 1.026 0.290
H: -1.854 1.903 0.622
H: -1.927 0.389 1.489
H: -0.015 1.393 2.831
H: -0.134 3.011 1.873
H: -1.421 2.201 3.010
H: 0.433 -1.222 -0.673
H: -0.177 -1.264 0.889
H: -1.094 -0.980 -0.729
H: -0.119 -2.840 -2.576
H: -1.552 -2.090 -2.753
O: -0.992 -2.404 -2.094
H: 3.777 0.571 0.250
H: 3.332 0.868 -1.406
O: 3.025 0.759 -0.504
H: -0.058 -3.420 1.256
H: 1.328 -3.519 0.623
O: 0.656 -2.878 0.888

Atom charges from the Löwdin analysis, given in e for atoms 1 to 5: C -0.0142; C -0.3301; C -0.2136; C -0.0820; N 0.1069

=====

Stability summary: most stable (P), least stable (Q).

=====

(P)
# C4H4BrN

One molecule with the formula C4H4BrN (ωB97M-V/def2-TZVPD, OMol25).

Values from the calculation:
Highest occupied orbital energy ... -9.405 eV
Orbital gap ... 10.29 eV
E_LUMO ... 0.88 eV

Geometry (Å):
Br: 2.009 2.811 1.056
C: 0.889 1.414 0.703
C: 0.409 0.981 -0.443
C: -0.152 -0.399 -0.325
N: -0.280 -0.738 1.018
C: 0.209 0.138 1.747
H: 0.496 1.404 -1.345
H: -0.989 -0.501 -0.998
H: 0.294 -1.292 -0.754
H: 0.331 0.126 2.845

Atom charges from the Löwdin analysis, given in e for atoms 1 to 5: Br 0.7473; C -0.6889; C -0.1509; C -0.2661; N 0.0045

=====

(Q)
# C4H4BrN

A 2-piece molecular cluster, C4H4BrN overall (ωB97M-V/def2-TZVPD, OMol25).

Values from the calculation:
Highest occupied orbital energy ... -10.513 eV
Orbital gap ... 8.95 eV
E_LUMO ... -1.56 eV

Geometry (Å):
C: -1.605 -2.122 -1.534
C: -0.625 0.617 -0.487
C: 0.377 0.242 0.233
C: 0.852 1.506 0.948
N: -1.834 -3.148 -1.972
Br: 1.347 -1.361 0.618
H: -1.420 -1.130 -1.170
H: 0.741 1.351 2.020
H: 1.898 1.670 0.694
H: 0.269 2.375 0.650

Atom charges from the Löwdin analysis, given in e for atoms 1 to 5: C -0.0940; C 0.1381; C -0.8961; C -0.1544; N 0.0632

=====

(R)
# C4H4BrN

A 2-piece molecular cluster, C4H4BrN overall (ωB97M-V/def2-TZVPD, OMol25).

Values from the calculation:
Highest occupied orbital energy ... -9.580 eV
Orbital gap ... 8.90 eV
E_LUMO ... -0.68 eV

Geometry (Å):
C: 1.696 0.462 -0.664
C: -1.032 0.240 1.391
C: -0.527 -0.599 0.508
C: 0.479 0.241 -1.348
N: 2.709 0.393 -0.144
Br: -0.755 -2.463 0.353
H: -1.640 -0.103 2.207
H: -1.230 1.304 1.207
H: -0.010 1.192 -1.615
H: 0.310 -0.666 -1.894

Atom charges from the Löwdin analysis, given in e for atoms 1 to 5: C -0.3508; C -0.1000; C -0.6400; C -0.0020; N 0.1469

=====

Stability summary: most stable (P), least stable (Q).

=====

(P)
# C2H5NO2S

One molecule with the formula C2H5NO2S (ωB97M-V/def2-TZVPD, OMol25).

Values from the calculation:
Highest occupied orbital energy ... -9.092 eV
Orbital gap ... 9.77 eV
E_LUMO ... 0.68 eV

Geometry (Å):
C: -2.335 0.496 0.028
S: -1.133 -0.814 -0.011
C: 0.330 0.229 0.025
O: 0.353 1.438 -0.045
N: 1.424 -0.558 -0.092
O: 2.673 -0.078 0.037
H: -3.199 0.296 -0.653
H: -1.953 1.497 -0.181
H: -2.752 0.524 1.012
H: 1.326 -1.485 0.208
H: 2.557 0.859 0.185

Atom charges from the Löwdin analysis, given in e for atoms 1 to 5: C -0.4147; S 0.9136; C -0.7769; O 0.0179; N -0.0822

=====

(Q)
# C2H5NO2S

One molecule with the formula C2H5NO2S (ωB97M-V/def2-TZVPD, OMol25).

Values from the calculation:
Highest occupied orbital energy ... -10.111 eV
Orbital gap ... 10.65 eV
E_LUMO ... 0.54 eV

Geometry (Å):
N: 0.948 -0.170 1.064
C: 0.253 -0.491 -0.171
S: -1.445 -1.120 0.246
C: 0.108 0.762 -1.119
O: 0.939 0.971 -1.950
O: -0.907 1.580 -0.778
H: 1.566 0.581 0.934
H: 0.152 0.117 1.659
H: 0.846 -1.270 -0.635
H: -0.975 -2.055 0.994
H: -1.486 1.094 -0.244

Atom charges from the Löwdin analysis, given in e for atoms 1 to 5: N 0.0063; C -0.6030; S 0.8133; C -0.5304; O 0.1317

=====

Stability summary: most stable (Q), least stable (P).

=====

(P)
# C2H5NO2S

One molecule with the formula C2H5NO2S (ωB97M-V/def2-TZVPD, OMol25).

Values from the calculation:
Highest occupied orbital energy ... -9.832 eV
Orbital gap ... 9.80 eV
E_LUMO ... -0.03 eV

Geometry (Å):
C: 0.509 -0.385 1.475
N: 0.761 -0.661 0.109
S: -0.253 -0.940 -1.068
O: -1.221 -1.918 -1.444
C: -0.226 0.141 -2.403
O: 0.837 -0.974 -2.359
H: 1.267 0.444 1.750
H: 0.712 -1.320 2.070
H: -0.607 0.054 1.683
H: -0.057 1.221 -2.509
H: -0.764 0.054 -3.291

Atom charges from the Löwdin analysis, given in e for atoms 1 to 5: C -0.2348; N -0.2755; S 0.7947; O -0.3001; C -0.1958

=====

(Q)
# C2H5NO2S

A 2-piece molecular cluster, C2H5NO2S overall (ωB97M-V/def2-TZVPD, OMol25).

Values from the calculation:
Highest occupied orbital energy (alpha / beta) ... -9.286 / -9.291 eV
Orbital gap (alpha / beta) ... 7.09 / 7.10 eV
E_LUMO (alpha / beta) ... -2.19 / -2.19 eV

Geometry (Å):
C: -1.255 -0.043 -1.243
C: 0.575 0.230 1.490
N: 1.381 -0.408 0.475
O: 0.889 -1.380 -0.033
O: 2.361 0.203 0.106
S: -0.742 1.461 -0.462
H: -0.329 -0.613 -1.062
H: -1.328 0.131 -2.276
H: -2.082 -0.428 -0.696
H: 0.987 0.935 2.043
H: -0.456 -0.088 1.659

Atom charges from the Löwdin analysis, given in e for atoms 1 to 5: C -0.4842; C 0.1010; N -0.5192; O 0.0167; O 0.0509

=====

Stability summary: most stable (P), least stable (Q).

=====

(P)
# C2HFN2O2

A 2-piece molecular cluster, C2HFN2O2 overall (ωB97M-V/def2-TZVPD, OMol25).

Values from the calculation:
Highest occupied orbital energy (alpha / beta) ... -9.425 / -9.424 eV
Orbital gap (alpha / beta) ... 9.05 / 9.05 eV
E_LUMO (alpha / beta) ... -0.38 / -0.38 eV

Geometry (Å):
C: -0.285 -1.301 2.000
C: -3.013 1.299 0.664
N: 0.288 -1.036 0.985
N: 0.391 -0.876 -0.216
O: -3.310 1.051 -0.412
O: -2.712 1.550 1.738
F: 0.127 -1.743 3.158
H: 0.601 0.066 -0.530

Atom charges from the Löwdin analysis, given in e for atoms 1 to 5: C -0.1294; C -0.4495; N -0.0912; N 0.0893; O 0.2186

=====

(Q)
# C2HFN2O2

One molecule with the formula C2HFN2O2 (ωB97M-V/def2-TZVPD, OMol25).

Values from the calculation:
Highest occupied orbital energy (alpha / beta) ... -10.628 / -10.629 eV
Orbital gap (alpha / beta) ... 9.43 / 9.43 eV
E_LUMO (alpha / beta) ... -1.20 / -1.20 eV

Geometry (Å):
O: -1.356 -2.438 -0.639
C: -1.059 -1.350 -0.371
N: -1.203 -0.183 0.135
C: -0.176 0.928 0.346
O: -0.760 1.960 -0.118
N: 1.288 0.493 -0.086
F: 1.348 -0.745 0.493
H: 1.919 1.336 0.239

Atom charges from the Löwdin analysis, given in e for atoms 1 to 5: O 0.1962; C -0.2753; N 0.1513; C -0.2614; O 0.0325

=====

Stability summary: most stable (P), least stable (Q).